{
  "formula": "C5H5Br2NO",
  "method": "ωB97M-V with the def2-TZVPD basis set",
  "elements": ["C", "C", "C", "C", "C", "N", "O", "Br", "Br", "H", "H", "H", "H", "H"],
  "positions_angstrom": [[-0.75814, 1.13767, 1.32734], [-1.16341, 0.07225, 0.60703], [0.63208, 1.34880, 1.10025], [-0.08852, -0.19414, -0.38900], [-0.04345, -1.11185, -1.55263], [0.85731, 0.67614, -0.06664], [1.36366, 2.09665, 1.74701], [0.78878, -2.22380, 1.59599], [-0.27294, -0.07971, -3.21948], [-1.16088, 1.53283, 2.15271], [-2.12188, -0.49919, 0.52663], [-0.79030, -1.78448, -1.66633], [0.97414, -1.53694, -1.81919], [1.78356, 0.56577, -0.34369]],
  "gap_ha": [0.218, 0.218],
  "e_above_lowest_kj_mol": 34.62,
  "e_homo_ev": [-8.86, -8.86],
  "max_force_ha_per_bohr": 0.0839
}